The following is a quantum chemistry calculation of C2H4INO as an isolated structure, from the Open Molecules 2025 dataset.

Values from the calculation:
E_LUMO, eV: -1.1
Orbital gap, eV: 7.932
2S+1: 1
HOMO level, hartree: -0.331

Each line ends with the natural charge from an NBO analysis.
Element x y z (Å)
C -0.279 -0.578 0.622  0.126
C 0.324 -0.153 -0.404  -0.537
N 0.221 2.607 0.099  -1.041
O -0.486 0.058 1.792  -0.704
I 0.480 1.918 1.880  1.172
H -0.919 -1.482 0.764  0.192
H 0.243 -0.845 -1.229  0.217
H 0.844 0.773 -0.440  0.235
H -0.514 3.282 0.141  0.340

=====

The following is a quantum chemistry calculation of C2H4INOS in the gas phase, from the Open Molecules 2025 dataset.

Values from the calculation:
E_LUMO, eV: -0.4
Orbital gap, eV: 9.099
SMILES: NC(=O)[C@H](S)I
2S+1: 1
HOMO level, hartree: -0.348

Each line ends with the natural charge from an NBO analysis.
Element x y z (Å)
N 0.635 -0.084 1.481  -0.832
C 0.207 -0.810 0.404  0.600
O 0.432 -1.996 0.483  -0.584
C -0.345 -0.063 -0.711  -0.521
S 0.120 1.699 -0.901  -0.011
I -2.553 -0.294 -0.567  0.105
H 0.780 0.900 1.706  0.407
H 1.216 -0.710 1.956  0.400
H -0.087 -0.597 -1.662  0.269
H -0.406 1.953 -2.189  0.165

=====

The following is a quantum chemistry calculation of C2H4INS as an isolated structure, from the Open Molecules 2025 dataset.

Values from the calculation:
E_LUMO (spin up / spin down), eV: -1.1 / -1.1
Orbital gap (spin up / spin down), eV: 7.472 / 7.471
2S+1: 1
HOMO level (spin up / spin down), hartree: -0.316 / -0.316

Each line ends with the natural charge from an NBO analysis.
Element x y z (Å)
C 0.054 0.998 1.191  -0.436
C 0.994 0.858 0.270  -0.425
N -1.057 -1.408 -0.795  -0.849
S 0.824 -0.323 -0.979  0.304
I -0.653 -3.198 -1.603  0.359
H 0.309 1.826 1.855  0.211
H -0.829 0.422 1.074  0.217
H 1.872 1.584 0.399  0.258
H -1.513 -0.759 -1.412  0.360

=====

- Number 2 is which compound?
  C2H4INOS

=====

Copy entry 2 word for word.
The following is a quantum chemistry calculation of C2H4INOS in the gas phase, from the Open Molecules 2025 dataset.

Values from the calculation:
E_LUMO, eV: -0.4
Orbital gap, eV: 9.099
SMILES: NC(=O)[C@H](S)I
2S+1: 1
HOMO level, hartree: -0.348

Each line ends with the natural charge from an NBO analysis.
Element x y z (Å)
N 0.635 -0.084 1.481  -0.832
C 0.207 -0.810 0.404  0.600
O 0.432 -1.996 0.483  -0.584
C -0.345 -0.063 -0.711  -0.521
S 0.120 1.699 -0.901  -0.011
I -2.553 -0.294 -0.567  0.105
H 0.780 0.900 1.706  0.407
H 1.216 -0.710 1.956  0.400
H -0.087 -0.597 -1.662  0.269
H -0.406 1.953 -2.189  0.165